# 1
Entry from the OMol25 dataset: a 3-piece molecular cluster, C19H36BO10 overall in a non-equilibrium geometry (ωB97M-V/def2-TZVPD).

Its total charge is -1. The HOMO energy comes out at -4.4 eV.

XYZ file:
```
66
Properties=species:S:1:pos:R:3:forces:R:3:mulliken_charge:R:1
C -0.19874 -1.29844 2.37394 0.2 2.3 0.2 -0.63
C -0.02611 0.10579 2.42062 -0.7 -3.3 0.7 -0.09
B -0.12230 0.94878 1.01403 0.5 -0.6 0.9 1.61
O 0.34941 2.34597 1.26249 1.9 1.0 -0.9 -0.79
C 1.71243 2.36672 0.74126 -0.5 -1.1 -0.4 -0.01
C 2.35960 3.80126 0.50440 -0.8 0.6 1.4 -0.66
C 2.61928 4.45229 1.97351 -1.8 0.0 -1.8 -0.43
O 4.04929 4.34627 2.21947 0.2 1.2 2.9 -0.27
C 4.45315 5.13911 3.31418 -0.2 2.7 0.9 0.65
C 5.43974 4.55020 4.43925 0.3 0.0 -1.0 -0.84
O 4.11873 6.34011 3.46324 0.6 -3.9 -0.9 -0.56
C 1.49860 1.38360 -0.51129 -0.9 1.0 -0.8 -0.15
C 2.67109 1.14844 -1.56560 -0.1 0.2 -0.2 -0.69
C 2.32863 -0.07930 -2.52547 -0.7 0.2 0.1 -0.96
C 2.64708 -1.53137 -1.93713 0.1 -0.5 -0.1 0.71
C 1.33574 -2.40488 -1.59440 0.9 -0.6 -0.3 -1.12
C 3.59530 -1.56364 -0.65502 1.0 -0.1 -0.9 -1.41
O 0.79562 0.25914 0.04471 2.0 1.4 -0.6 -0.73
H -0.19672 -1.77475 1.32969 -0.3 0.5 1.8 -0.04
H -0.37735 -1.95348 3.30039 0.6 0.9 -1.5 0.22
H 0.13956 0.60471 3.44441 -0.6 -0.7 -1.4 0.18
H -1.19929 0.94931 0.46788 -0.8 0.2 0.2 -0.41
H 2.32815 1.82459 1.53702 -0.1 0.5 -1.1 0.15
H 3.35753 3.78053 -0.03769 -1.3 -0.2 0.6 0.28
H 1.65048 4.54101 -0.01659 0.9 -1.4 0.5 0.29
H 1.97579 3.84529 2.70075 1.3 0.8 -0.7 0.36
H 2.23847 5.53693 1.98752 1.0 -1.6 0.1 0.29
H 4.92114 3.80680 5.13189 0.7 0.8 -1.3 0.24
H 6.36213 4.10253 3.92123 -1.5 0.3 0.9 0.26
H 5.80868 5.42204 5.06964 -0.7 -1.0 -1.0 0.29
H 0.68166 1.90385 -1.14882 1.2 -0.2 0.7 -0.07
H 2.68752 2.08686 -2.23685 -0.1 -1.3 1.1 0.42
H 3.72014 1.10947 -1.09967 -1.5 -0.3 -0.6 0.22
H 1.18894 -0.04230 -2.70098 1.7 0.1 0.3 0.32
H 2.78415 0.08570 -3.57078 -0.3 -0.4 1.6 0.28
H 3.20382 -2.10753 -2.76628 -0.7 0.9 1.2 0.54
H 0.36690 -1.94074 -1.95844 1.2 -0.4 0.8 0.24
H 1.36332 -2.61902 -0.47829 -0.6 0.5 -1.4 0.13
H 1.44789 -3.42472 -2.12021 -0.3 1.4 0.8 0.32
H 3.18909 -1.02556 0.25821 0.2 -0.9 -1.2 0.17
H 4.60700 -1.07512 -0.91346 -1.4 -0.6 0.4 0.34
H 3.84362 -2.66998 -0.45561 -0.5 1.6 0.0 0.43
C -4.14515 2.09469 0.57261 0.3 0.4 0.4 -0.67
O -4.49264 0.84980 -0.03371 -0.5 -0.2 -0.5 -0.23
C -5.39024 0.94620 -1.02105 0.5 0.1 0.4 0.72
O -5.90653 1.96211 -1.41843 0.0 -0.4 0.0 -0.57
O -5.61641 -0.29134 -1.49476 0.0 0.1 0.0 -0.21
C -6.56010 -0.34757 -2.56073 -0.2 -0.1 -0.2 -0.70
H -3.41328 1.89210 1.35427 0.0 -0.3 -0.3 0.12
H -3.69030 2.76508 -0.15870 -0.1 -0.1 0.1 0.32
H -5.02156 2.55964 1.03048 0.0 0.0 -0.2 0.38
H -6.20601 0.22617 -3.41981 -0.1 0.1 0.1 0.31
H -7.53657 0.01374 -2.23085 0.1 0.1 -0.1 0.30
H -6.66107 -1.39121 -2.86036 0.2 0.0 0.2 0.21
C -1.55840 -7.27472 -1.32409 0.1 -0.3 -0.1 -0.64
O -1.52832 -5.97872 -0.73387 -0.2 0.1 0.0 -0.30
C -2.59136 -5.21309 -1.03290 0.1 0.5 0.2 0.70
O -3.52137 -5.53538 -1.73234 0.3 -0.1 0.1 -0.56
O -2.43755 -4.03294 -0.41996 0.0 -0.6 -0.2 -0.17
C -3.50185 -3.10917 -0.65014 -0.3 0.5 0.0 -0.71
H -0.65509 -7.80157 -1.01535 0.0 0.3 0.1 0.22
H -2.42515 -7.83869 -0.97252 0.0 0.1 -0.2 0.29
H -1.56131 -7.20214 -2.41380 -0.2 0.0 0.1 0.29
H -4.44577 -3.50669 -0.27087 0.1 -0.1 -0.2 0.35
H -3.58182 -2.87073 -1.71265 -0.1 -0.1 0.1 0.32
H -3.27127 -2.19203 -0.10761 0.2 -0.2 0.0 0.21
```
Positions in Å, forces in eV/Å.



# 2
Entry from the OMol25 dataset: C46H45BBr2Ge2IN2O3Tl as an isolated structure (ωB97M-V/def2-TZVPD).

Its total charge is -1. As for the multiplicity: 2. The HOMO energy (spin up / spin down) comes out at -4.5 / -4.5 eV. The relative energy (zero: lowest compared OMol25 entry of this formula, charge and spin) comes out at 10.0 kcal per mole.

XYZ file:
```
103
Properties=species:S:1:pos:R:3:forces:R:3:mulliken_charge:R:1
Tl 0.02245 -0.13401 -0.46983 0.3 0.1 -0.2 2.82
Br 5.33464 -0.36380 0.40077 0.0 0.0 0.0 -0.22
C 4.07855 -0.26422 1.81684 0.0 0.0 0.0 -0.10
C 4.54479 -0.32593 3.12883 -0.1 0.0 -0.1 -0.34
C 3.67163 -0.24538 4.17796 0.0 0.0 0.1 0.17
Br 4.36654 -0.36621 5.95261 0.0 0.0 0.0 -0.30
C 2.28829 -0.07164 3.95618 0.0 0.0 -0.1 0.73
C 1.32348 0.05864 4.98191 0.0 0.0 0.0 -1.01
C 0.01187 0.26455 4.66486 0.0 0.0 0.0 -1.45
C -0.35150 0.34475 3.30949 0.0 0.0 0.0 -0.23
N 0.51000 0.21499 2.33467 0.3 0.0 0.3 1.18
C 1.81761 -0.00163 2.61513 0.0 -0.1 0.0 -1.20
C 2.72119 -0.13145 1.46492 0.1 -0.1 -0.1 1.32
O 2.33463 -0.11078 0.25552 -0.2 0.0 0.3 -0.78
H 5.60427 -0.44008 3.31175 0.0 0.0 0.0 0.44
H 1.64047 0.00270 6.01447 0.0 0.0 0.0 0.29
H -0.73911 0.37760 5.43657 0.0 0.0 0.0 0.47
H -1.38266 0.54067 3.02824 0.0 0.0 0.0 0.28
C -2.45379 3.91600 3.85032 0.0 0.0 0.0 -0.64
C -3.06226 3.10840 2.89686 0.0 0.0 0.0 -0.64
C -2.36218 2.74054 1.75502 0.0 0.0 0.0 -0.02
C -1.05214 3.17567 1.52565 -0.1 -0.2 0.1 -0.05
C -0.46511 3.99757 2.48784 -0.1 0.0 0.0 -0.08
C -1.15476 4.36023 3.64123 0.0 0.0 0.0 -0.74
Ge -0.09302 2.52730 -0.08240 -0.1 0.0 0.0 0.13
C -0.96377 3.48336 -1.58630 0.0 -0.2 -0.1 -0.11
C -0.44742 3.33213 -2.87839 -0.1 0.1 0.0 -0.09
C -1.08351 3.88562 -3.98219 0.0 0.0 0.0 -0.97
C -2.27859 4.57792 -3.81966 0.0 0.0 0.0 -0.51
C -2.81243 4.73049 -2.54782 0.0 0.0 0.0 -0.69
C -2.15411 4.19770 -1.44368 0.1 0.0 0.0 -0.02
C 1.71194 3.33147 0.04532 0.1 -0.2 0.0 -0.13
C 2.26203 4.12251 -0.96423 0.0 0.0 0.1 -0.29
C 3.57800 4.56841 -0.89404 0.0 0.0 0.0 -0.76
C 4.37070 4.23980 0.19644 0.0 0.0 0.0 -0.71
C 3.83398 3.47578 1.22442 0.0 0.0 0.0 -0.73
C 2.52345 3.02802 1.14265 0.0 0.0 0.0 0.05
H -2.99026 4.20043 4.74796 0.0 0.0 0.0 0.37
H -4.07786 2.75899 3.04781 0.0 0.0 0.0 0.42
H -2.84353 2.09249 1.02603 0.0 0.0 0.0 0.37
H 0.54589 4.35809 2.33717 0.0 0.0 0.0 0.41
H -0.67328 4.99066 4.37974 0.0 0.0 0.0 0.40
H 0.46272 2.75922 -3.02342 0.0 0.0 0.0 0.38
H -0.65747 3.76137 -4.97164 0.0 0.0 0.0 0.39
H -2.79074 4.99273 -4.67978 0.0 0.0 0.0 0.36
H -3.74901 5.26015 -2.41403 0.0 0.0 0.0 0.39
H -2.57377 4.34311 -0.45371 0.0 0.0 0.0 0.28
H 1.65761 4.40446 -1.81775 0.0 0.0 0.0 0.32
H 3.98547 5.16832 -1.69977 0.0 0.0 0.0 0.39
H 5.39938 4.57634 0.24639 0.0 0.0 0.0 0.37
H 4.43833 3.21698 2.08589 0.0 0.0 0.0 0.42
H 2.12654 2.42410 1.95032 0.0 0.0 0.0 0.59
C -1.29557 -3.00901 -3.37513 0.0 -0.1 0.1 -0.93
Ge 0.35317 -1.97134 -3.68438 0.0 0.0 -0.2 0.91
C 0.37802 -1.67571 -5.63998 0.0 0.1 0.0 -1.40
C 1.97919 -3.00917 -3.28787 0.0 0.0 0.1 -1.11
C 0.36141 -0.33078 -2.68716 0.1 0.0 0.0 -1.32
H -1.09117 -4.08242 -3.32715 0.0 0.1 0.0 0.26
H -1.99348 -2.82459 -4.19545 0.0 0.0 0.1 0.42
H -1.76646 -2.70810 -2.43738 0.0 0.0 0.0 0.10
H 0.39966 -2.63648 -6.16287 0.0 0.0 0.0 0.35
H 1.25721 -1.10050 -5.94087 0.0 0.0 0.0 0.38
H -0.51577 -1.13232 -5.95823 0.0 0.0 0.0 0.34
H 1.80239 -4.08606 -3.35768 0.0 0.1 0.0 0.28
H 2.32570 -2.77144 -2.28210 0.0 0.0 0.0 0.25
H 2.75987 -2.73422 -4.00078 0.0 0.0 0.0 0.42
H 0.62718 0.56010 -3.25897 0.0 0.0 0.0 0.41
C 1.13591 -8.98647 0.84089 0.0 0.0 0.0 -1.63
C 0.11229 -8.28105 -0.05874 0.0 0.0 0.0 2.06
C -1.23945 -9.00465 0.03380 0.0 0.0 0.0 -1.62
C 0.59916 -8.37415 -1.50533 0.0 0.0 0.0 -2.13
C -0.05949 -6.83050 0.40095 0.0 0.0 0.0 0.47
C -0.54789 -6.57258 1.68573 0.0 0.0 0.0 -0.27
C -0.75083 -5.28059 2.16843 0.0 0.0 0.0 -2.20
C -0.45746 -4.24276 1.31442 0.0 0.1 0.0 0.72
O -0.58052 -2.88793 1.50673 0.0 0.1 0.0 -0.49
B -0.15006 -2.27837 0.31551 -0.1 0.2 -0.2 0.09
O 0.22965 -3.28449 -0.58783 0.0 -0.1 0.1 -0.54
C 0.03210 -4.48063 0.04604 0.0 0.1 0.0 0.31
C 0.24875 -5.75284 -0.43439 0.1 0.0 -0.1 -0.95
H 1.29471 -10.01503 0.50303 0.0 0.0 0.0 0.44
H 0.80168 -9.01710 1.87930 0.0 0.0 0.0 0.32
H 2.09394 -8.46320 0.80862 0.0 0.0 0.0 0.37
H -1.15446 -10.02114 -0.36197 0.0 0.0 0.0 0.44
H -1.99488 -8.47137 -0.54735 0.0 0.0 0.0 0.37
H -1.59083 -9.07126 1.06474 0.0 0.0 0.0 0.32
H 0.67985 -9.42537 -1.79204 0.0 0.0 0.0 0.44
H 1.58472 -7.91915 -1.62792 0.0 0.0 0.0 0.39
H -0.09794 -7.89163 -2.19415 0.0 0.0 0.0 0.41
H -0.78216 -7.40218 2.34241 0.0 0.0 0.0 0.38
H -1.11906 -5.09679 3.16973 0.0 0.0 0.0 0.48
H 0.65087 -5.88354 -1.42998 -0.1 0.0 0.0 0.51
I -3.18530 0.79362 -2.90076 0.1 0.0 0.1 0.14
C -3.73987 0.27531 -0.95063 -0.1 -0.1 0.1 -0.14
C -5.05064 0.52432 -0.55202 0.0 0.0 0.0 -0.54
C -5.44435 0.07921 0.69756 0.0 0.1 -0.1 -0.41
C -4.53212 -0.60067 1.48904 0.0 -0.1 0.1 -1.04
C -3.24538 -0.77023 1.01036 0.2 0.0 0.0 -0.02
N -2.84559 -0.32181 -0.18308 -0.4 -0.1 -0.3 0.36
H -5.73274 1.03802 -1.21355 0.0 0.0 0.0 0.47
H -6.45711 0.25166 1.04024 0.0 0.0 0.0 0.38
H -4.80649 -0.99820 2.45711 0.0 0.0 0.0 0.47
H -2.48705 -1.29166 1.58640 0.0 0.1 0.0 0.30
```
Positions in Å, forces in eV/Å.